# 1
The ion CH3N2O with charge +1 at a distorted geometry, computed with wB97M-V/def2-TZVPD.

Last column: Mulliken charge in e.
Atoms and positions in Å:
C1 -0.7330 -0.2111 0.0710  0.747
N1 -1.2871 1.0160 0.1819  -0.191
N2 0.4873 -0.5983 0.1964  -0.256
O1 -1.8546 -0.8199 -0.0345  -0.207
H1 -1.7402 1.5429 -0.5641  0.339
H2 1.2372 0.0799 0.3057  0.279
H3 0.7389 -1.5835 0.2274  0.289

Calculated values
Net charge = +1
Molar mass = 59.0 Da
Energy relative to the best compared isomer or geometry (same formula, charge and spin) = 2.691 eV
LUMO (alpha / beta) = -8.9 / -8.6 eV


# 2
A cluster of 4 separate species, C23H36F3N6O8PS in total at a distorted geometry, computed with wB97M-V/def2-TZVPD.

Last column: Mulliken charge in e.
Atoms and positions in Å:
C1 0.5520 0.4195 -0.7560  -0.634
S1 -1.0610 -0.4014 -1.3492  1.180
O1 -1.1028 -0.3832 -2.8993  -0.635
O2 -0.9508 -1.9051 -0.9230  -0.627
C2 -2.5665 0.3937 -0.5512  0.257
C3 -2.3336 1.7126 0.3948  -0.250
C4 -3.6406 2.3995 1.1057  -0.557
C5 -5.2131 1.8675 0.9238  0.309
N1 -6.2620 2.6324 1.6816  -0.525
C6 -7.6007 2.0358 1.3493  -0.011
P1 -9.1365 2.8641 2.2114  0.309
N2 -8.8239 2.9927 3.8255  -0.713
C7 -7.9035 0.7841 0.3555  0.405
C8 -9.4623 0.2776 0.0573  -0.598
O3 -9.4311 -0.3296 -1.2908  -0.310
C9 -10.7616 -0.7844 -1.7223  0.701
F1 -11.8606 -0.5145 -0.7672  -0.234
F2 -10.8159 -2.2620 -2.0289  -0.232
F3 -11.0704 -0.0931 -3.0231  -0.240
N3 -6.8056 0.0277 -0.3376  -0.046
C10 -5.4396 0.5839 -0.0490  0.091
C11 -4.1304 -0.1254 -0.7372  -0.108
C12 -4.4155 -1.4699 -1.6854  -0.804
C13 -4.4426 -2.7542 -0.6500  -0.346
C14 -5.9461 -3.1003 -0.0606  0.487
O4 -6.1433 -3.4002 1.2387  -0.601
O5 -7.1709 -3.1400 -0.9167  -0.442
H1 0.5664 1.5234 -1.1439  0.390
H2 0.5160 0.4427 0.4372  0.400
H3 1.4917 -0.2168 -1.0685  -0.008
H4 -1.2615 2.1993 0.5765  0.227
H5 -3.4455 3.3436 1.7944  0.281
H6 -10.3342 2.0746 2.0895  0.093
H7 -9.2791 4.2310 1.7038  0.121
H8 -8.8181 3.9944 4.1177  0.228
H9 -9.7540 -0.5670 0.8159  0.351
H10 -10.1632 1.2150 0.0685  0.362
H11 -5.4265 -1.3142 -2.2572  0.383
H12 -3.4951 -1.5274 -2.4317  0.365
H13 -3.7907 -2.4274 0.2936  0.256
H14 -3.9167 -3.7217 -1.0760  0.411
H15 -7.9703 -3.0752 -0.3130  0.323
C15 6.0028 -0.9885 0.8602  -0.868
N4 4.6472 -0.5695 0.5698  0.215
C16 4.3250 -0.1239 -0.7699  -1.090
C17 3.6552 -0.5813 1.5269  -0.037
O6 2.4922 -0.2410 1.3483  -0.560
H16 6.6808 -0.1526 0.6659  0.258
H17 6.2605 -1.8289 0.2094  0.329
H18 6.1049 -1.2983 1.9039  0.334
H19 3.9550 0.9047 -0.7234  0.300
H20 3.5366 -0.7637 -1.1777  0.231
H21 5.2068 -0.1695 -1.4145  0.610
H22 4.0062 -0.9368 2.5092  0.332
C18 9.0973 -2.9977 -3.2863  -0.930
N5 8.0125 -2.0482 -3.4245  0.113
C19 7.2983 -1.9809 -4.6825  -0.941
C20 7.6387 -1.2077 -2.3979  0.141
O7 6.7334 -0.3842 -2.4484  -0.717
H23 9.8607 -2.7745 -4.0372  0.345
H24 8.7073 -4.0067 -3.4483  0.349
H25 9.5461 -2.9419 -2.2908  0.294
H26 7.3884 -0.9691 -5.0891  0.297
H27 6.2405 -2.1954 -4.5030  0.291
H28 7.7046 -2.7024 -5.3963  0.381
H29 8.2454 -1.3405 -1.4876  0.317
C21 6.0638 2.5326 2.4746  -0.893
N6 7.1072 2.2124 3.4265  0.148
C22 8.3597 2.9364 3.3609  -0.974
C23 6.9462 1.2415 4.3917  0.077
O8 7.7857 0.9222 5.2246  -0.593
H30 6.4422 2.3590 1.4631  0.327
H31 5.7918 3.5859 2.5887  0.384
H32 5.1775 1.9133 2.6375  0.218
H33 9.1738 2.2246 3.1946  0.304
H34 8.5266 3.4457 4.3149  0.292
H35 8.3398 3.6696 2.5503  0.391
H36 5.9590 0.7532 4.3535  0.312

Calculated values
SMILES = CS(=O)(=O)c1ccc2nc([PH2]=N)c(COC(F)(F)F)nc2c1CCC(=O)O.CN(C)C=O.CN(C)C=O.CN(C)C=O
Molar mass = 644.6 Da
LUMO = -2.2 eV


# 3
A cluster of 4 separate species, C5H11NO2 in total at a distorted geometry, computed with wB97M-V/def2-TZVPD.

Last column: Mulliken charge in e.
Atoms and positions in Å:
C1 -1.2253 -2.0200 0.3770  -0.742
N1 -0.2164 -1.3166 -0.4248  -0.218
C2 0.1318 -0.0314 -0.0627  -0.026
C3 1.1957 0.3352 0.9280  0.424
C4 0.1456 0.1365 1.9855  -0.911
O1 1.6225 1.6614 0.7065  -0.616
C5 -0.1755 0.8865 -1.3171  0.028
O2 -0.6573 0.3738 -2.3316  -0.408
H1 -1.3023 -3.0497 -0.0015  0.327
H2 -2.1816 -1.5057 0.2828  0.291
H3 -0.9029 -1.9817 1.4810  0.192
H4 -0.3124 -1.4064 -1.4253  0.317
H5 -2.2323 0.5134 -1.6516  0.140
H6 1.9028 -0.4586 0.7791  0.329
H7 -1.9767 1.0692 1.9582  0.491
H8 0.1767 -0.6307 2.7907  0.378
H9 -1.1231 0.8923 1.7766  -0.562
H10 1.2560 2.6170 1.0200  0.396
H11 -0.0331 2.0107 -0.9913  0.170

Calculated values
Molar mass = 117.1 Da
Energy relative to the best compared isomer or geometry (same formula, charge and spin) = 14.678 eV
LUMO = -2.4 eV


# 4
A structure of composition C44H46CoN7OPTe at a distorted geometry, computed with wB97M-V/def2-TZVPD.

Last column: Löwdin spin population.
Atoms and positions in Å:
Co1 -1.6876 -0.1770 1.5640  2.693
C1 0.3146 4.0338 2.5623  0.002
C2 -0.1345 4.7115 1.4624  0.002
C3 -1.2848 4.2384 0.8312  0.002
C4 -1.8330 3.0042 1.2171  0.006
N1 -1.3914 2.3539 2.3409  0.037
C5 -0.3542 2.8775 2.9602  0.004
C6 -2.9260 2.3557 0.4886  0.006
C7 -3.7953 3.0539 -0.3828  0.002
C8 -4.8246 2.3214 -0.9525  0.000
C9 -5.0564 1.0081 -0.5810  0.000
C10 -4.2324 0.4403 0.4160  0.005
N2 -3.0733 1.0503 0.7656  0.042
C11 -4.4856 -0.7901 1.1447  0.002
C12 -5.5646 -1.6500 0.9347  0.001
C13 -5.8810 -2.5881 1.9207  -0.002
C14 -5.0566 -2.6975 3.0405  0.002
C15 -3.9497 -1.8623 3.1242  0.002
N3 -3.5634 -1.0595 2.1540  0.037
H1 1.2358 4.3107 3.0689  0.000
H2 0.3907 5.6043 1.0349  0.000
H3 -1.7813 4.8000 0.0281  0.000
H4 -0.0407 2.3466 3.8713  0.000
H5 -3.5602 4.0555 -0.7455  0.000
H6 -5.4548 2.8070 -1.7109  0.000
H7 -5.8677 0.4329 -0.9985  0.000
H8 -6.1875 -1.6102 0.0380  0.000
H9 -6.7832 -3.2030 1.8348  0.000
H10 -5.2799 -3.3333 3.8971  0.000
H11 -3.2978 -1.8846 4.0007  0.001
C16 0.1356 -5.3688 0.0708  0.001
N4 1.0642 -4.5318 0.8299  0.006
C17 0.9673 -4.8565 2.2621  0.000
N5 -0.4041 -4.7983 2.8066  0.003
C18 -1.2385 -5.7004 2.0006  0.001
N6 -1.2359 -5.3695 0.5675  0.009
C19 -1.8705 -4.0522 0.3738  0.015
P1 -1.0162 -2.5542 1.1910  0.065
C20 0.7722 -3.1210 0.6353  0.011
C21 -0.9159 -3.4170 2.8236  0.002
H12 0.5287 -6.3994 0.1419  0.000
H13 0.1205 -5.0545 -0.9834  0.000
H14 1.6907 -4.2176 2.8078  0.000
H15 1.3038 -5.8896 2.4182  0.000
H16 -2.2686 -5.7163 2.3668  0.000
H17 -0.8163 -6.7131 2.1458  0.000
H18 -2.9213 -4.1239 0.6997  0.000
H19 -1.9186 -3.8048 -0.6913  0.000
H20 1.4374 -2.5025 1.2219  0.002
H21 0.8956 -2.8306 -0.3823  0.000
H22 -1.9135 -3.4020 3.2616  0.000
H23 -0.3126 -2.7709 3.4900  0.000
C22 3.5195 6.0936 -4.6226  0.000
C23 3.0447 4.8917 -3.8786  0.002
C24 1.6833 4.6169 -3.7836  0.001
C25 1.2298 3.5245 -3.0674  0.010
C26 -0.2410 3.2663 -2.9314  0.027
C27 2.1455 2.6552 -2.4508  0.039
Te1 1.4033 1.1286 -1.0781  0.706
N7 0.0952 0.0844 1.5321  0.748
C28 0.7618 0.0485 2.7070  0.079
O1 0.2513 -0.0446 3.8336  0.164
C29 2.2786 0.2158 2.6835  0.017
C30 3.0548 -0.7882 3.2801  0.009
C31 4.4327 -0.7235 3.2814  0.003
C32 5.0823 0.4284 2.8435  0.010
C33 4.3419 1.4594 2.3286  0.003
C34 2.9621 1.3512 2.2172  0.018
C35 1.1466 -0.5593 -2.4532  0.040
C36 2.2804 -1.2214 -2.9197  0.015
C37 2.1463 -2.3482 -3.7133  0.000
C38 0.8738 -2.7803 -4.0775  0.008
C39 -0.2645 -2.1116 -3.6617  -0.001
C40 -0.1774 -1.0207 -2.7877  0.012
C41 -1.4351 -0.3516 -2.2646  0.023
C42 3.5248 2.9138 -2.5076  0.007
C43 4.4745 2.0889 -1.6899  0.031
C44 3.9451 4.0311 -3.2114  0.002
H24 2.6899 6.5680 -5.1656  0.000
H25 4.2932 5.8269 -5.3511  0.000
H26 3.9152 6.8674 -3.9686  0.000
H27 0.9737 5.3012 -4.2900  0.001
H28 -0.7646 3.9374 -3.6187  0.002
H29 -0.5690 3.4234 -1.9041  0.007
H30 -0.4781 2.2078 -3.1851  0.008
H31 2.5975 -1.6587 3.7618  0.000
H32 4.9515 -1.6103 3.6094  0.000
H33 6.1563 0.5360 2.9397  0.000
H34 4.7794 2.4203 1.9870  0.000
H35 2.4353 2.1981 1.7305  0.001
H36 3.2614 -0.8666 -2.6342  0.003
H37 3.0506 -2.8641 -4.0585  0.000
H38 0.7884 -3.6914 -4.7150  0.000
H39 -1.2306 -2.4890 -3.9744  0.000
H40 -2.2127 -1.1275 -2.1028  0.001
H41 -1.8603 0.3773 -2.9700  0.000
H42 -1.2605 0.2202 -1.3587  0.019
H43 4.5461 2.4277 -0.6571  0.001
H44 5.4715 2.1746 -2.1137  0.002
H45 4.1936 1.0301 -1.6192  0.019
H46 5.0347 4.1867 -3.3375  0.000

Calculated values
<S²> = 8.7766
Net charge = +2
Molar mass = 906.4 Da
LUMO (alpha / beta) = -5.9 / -8.1 eV
Multiplicity = 6


# 5
A cluster of 2 separate species, C2H6O3 in total at a distorted geometry, computed with wB97M-V/def2-TZVPD.

Last column: Mulliken charge in e.
Atoms and positions in Å:
C1 0.0000 0.0000 0.0000  -0.912
C2 1.1077 0.8680 -0.5630  0.681
O1 1.7529 1.7124 0.0938  -0.569
O2 1.4572 0.5073 -1.8205  -0.446
H1 0.3853 -0.2973 0.9898  0.250
H2 -0.3054 -0.9084 -0.5460  0.390
H3 -0.8877 0.6383 0.1453  0.261
H4 0.6329 0.0952 -2.1985  0.342
O3 2.2844 4.9841 0.1315  -0.660
H5 2.4042 4.8922 1.1038  0.312
H6 1.9649 4.1014 -0.1636  0.352

Calculated values
SMILES = CC(=O)O.O
Molar mass = 78.1 Da
Energy relative to the best compared isomer or geometry (same formula, charge and spin) = 0.776 eV
LUMO = 0.3 eV


# 6
A structure of composition C5H11N5 at a distorted geometry, computed with wB97M-V/def2-TZVPD.

Last column: Mulliken charge in e.
Atoms and positions in Å:
C1 -0.5534 -1.7500 -0.6901  -0.702
C2 -1.4364 0.0197 -2.0187  -0.757
C3 0.8452 0.2228 -1.0689  -0.874
C4 0.7908 1.4704 0.0277  -0.698
C5 0.5960 1.0224 1.4418  0.436
H1 -0.5297 -1.4731 0.6827  0.120
H2 0.3340 -2.6496 -0.9092  0.235
H3 -1.3747 -2.1751 -1.2755  0.452
H4 -1.8156 0.7877 -1.1780  0.208
H5 -2.2083 -0.7757 -2.2952  0.309
H6 -1.3341 0.7996 -2.8570  0.271
H7 1.6341 0.7124 -1.8607  0.189
H8 1.4149 -0.4931 -0.3071  0.423
H9 0.0431 2.0907 -0.3238  0.460
H10 1.6350 2.0674 0.0585  0.478
H11 0.9735 -1.1631 3.6952  0.337
N1 -0.2331 -0.6805 -1.6400  -0.003
N2 -0.3916 1.5846 2.1945  -0.256
N3 -0.3094 0.7596 3.3038  -0.373
N4 0.5733 -0.2974 3.0553  0.099
N5 1.3462 -0.0797 1.9649  -0.352

Calculated values
Molar mass = 141.2 Da
Energy relative to the best compared isomer or geometry (same formula, charge and spin) = 6.180 eV
LUMO = 0.5 eV


Copy entry 1 word for word.
The ion CH3N2O with charge +1 at a distorted geometry, computed with wB97M-V/def2-TZVPD.

Last column: Mulliken charge in e.
Atoms and positions in Å:
C1 -0.7330 -0.2111 0.0710  0.747
N1 -1.2871 1.0160 0.1819  -0.191
N2 0.4873 -0.5983 0.1964  -0.256
O1 -1.8546 -0.8199 -0.0345  -0.207
H1 -1.7402 1.5429 -0.5641  0.339
H2 1.2372 0.0799 0.3057  0.279
H3 0.7389 -1.5835 0.2274  0.289

Calculated values
Net charge = +1
Molar mass = 59.0 Da
Energy relative to the best compared isomer or geometry (same formula, charge and spin) = 2.691 eV
LUMO (alpha / beta) = -8.9 / -8.6 eV